*w*
C6H11NO | the ωB97M-V functional and the def2-TZVPD basis

```
19
Properties=species:S:1:pos:R:3:lowdin_charge:R:1
N 1.7810 -1.4672 0.1768 -0.0118
C 1.5825 -0.2623 -0.5852 -0.3103
C 1.5310 0.9286 0.3368 -0.1042
C 0.4744 1.7518 0.3744 -0.1194
C -0.7778 1.5994 -0.4197 -0.1040
C -1.7199 0.6065 -0.3560 -0.0841
C -1.5165 -0.5277 0.6022 -0.3576
O -1.2463 -1.7005 -0.0788 -0.1662
H 0.8591 -1.8448 0.3155 0.0244
H 2.1628 -2.1701 -0.4831 0.0817
H 0.6441 -0.3701 -1.1757 0.1038
H 2.5026 -0.1559 -1.2572 0.1337
H 2.4324 1.0550 0.9322 0.1040
H 0.4941 2.6971 0.9234 0.1027
H -0.9797 2.5356 -0.9159 0.0906
H -2.7575 0.6954 -0.8174 0.1221
H -2.3679 -0.6203 1.3362 0.1276
H -0.6065 -0.4033 1.2392 0.1175
H -2.3221 -2.1227 -0.4186 0.2497
```

Output
Structure (SMILES) ... NC/C=C\C=C/CO
HOMO ... -0.320 hartree

---

*x*
C6H11NO | the ωB97M-V functional and the def2-TZVPD basis

```
19
Properties=species:S:1:pos:R:3:lowdin_charge:R:1
C 0.3261 0.5990 0.8805 -0.2518
C 1.5790 1.1540 0.2117 -0.1873
C -1.7599 -2.0886 0.2024 -0.0103
C 2.2502 0.1443 -0.7125 -0.0966
C -0.9236 -0.8651 0.3646 -0.2720
C -0.9660 0.4448 0.1068 -0.2470
N -1.8514 1.3829 -0.4120 0.0975
O 0.2932 -0.8380 1.0635 -0.0292
H 0.1548 1.0834 1.8494 0.1539
H -2.6256 0.9385 -0.8886 0.0858
H -1.3961 2.0669 -0.9983 0.0791
H 2.2860 1.4551 0.9861 0.1066
H 1.2893 2.0432 -0.3425 0.1062
H -2.4830 -2.1974 1.0265 0.0841
H -2.3174 -2.0391 -0.7184 0.0698
H -1.1010 -2.9755 0.2075 0.0895
H 1.5464 -0.1714 -1.4882 0.0779
H 2.5709 -0.7310 -0.1547 0.0726
H 3.1284 0.5938 -1.1839 0.0713
```

Output
HOMO ... -0.272 hartree

---

*y*
C6H11NO | the ωB97M-V functional and the def2-TZVPD basis

```
19
Properties=species:S:1:pos:R:3:lowdin_charge:R:1
C -2.2928 0.5230 0.6207 0.0165
C -1.3044 -0.3761 0.8833 -0.1442
C 0.1737 -0.3795 0.7420 -0.2505
C 0.9398 -1.0395 1.6299 0.0843
C 0.7110 -0.0521 -0.6442 -0.5975
C 1.4216 1.2927 -0.6880 -0.0090
N -0.5345 -0.0399 -1.5395 0.0566
O 1.5803 -1.0437 -1.1097 -0.0019
H -2.2959 1.1999 -0.2226 0.0378
H -3.1696 0.5363 1.2647 0.0536
H -1.5903 -1.0081 1.7327 0.0924
H 1.9819 -1.2650 1.4160 0.0738
H 0.5339 -1.4520 2.5480 0.0652
H 2.3176 1.2613 -0.0557 0.0921
H 1.7534 1.5258 -1.7061 0.0885
H 0.7832 2.1029 -0.3251 0.0876
H -1.0729 -0.8987 -1.5727 0.0840
H -0.9369 0.8919 -1.6140 0.0642
H 1.0007 -1.7792 -1.3596 0.1065
```

Output
Structure (SMILES) ... C=CC(=C)[C@](C)(N)O
HOMO ... -0.319 hartree

---

Which structure loses on stability? *w* does.

---

*w*
C6H12N3S | the ωB97M-V functional and the def2-TZVPD basis

```
22
Properties=species:S:1:pos:R:3:lowdin_charge:R:1
C -0.4498 -0.7536 -1.4347 -0.1346
C 0.6054 2.2617 -0.4532 -0.0067
C 1.3033 1.5313 0.4099 -0.3022
C 1.6493 -1.6196 -0.2259 -0.4614
C -2.8095 -0.9975 1.2332 -0.1039
C 2.6995 1.0875 0.1312 -0.3593
N 0.6863 -1.1019 -0.8875 0.0498
N -1.5597 -0.5652 -0.7423 0.0311
N -1.5427 -0.7493 0.6499 -0.0971
S 2.9325 -0.8067 0.5784 0.9752
H -0.4291 -0.8026 -2.5396 0.1681
H -0.1642 2.8334 -0.0581 0.0357
H 0.9254 2.3825 -1.6109 0.1325
H 0.8073 1.1968 1.3370 0.1066
H 1.6068 -2.7072 0.0410 0.1129
H -3.5925 -0.2268 0.8838 0.1133
H -3.2311 -2.0052 0.9631 0.0970
H -2.7033 -0.9365 2.3087 0.0868
H 3.5051 1.7362 0.5526 0.1043
H 2.8380 1.3517 -0.9626 0.0990
H -2.4181 0.0439 -1.1033 0.2361
H -0.6592 -1.1526 0.9294 0.1169
```

Output
HOMO ... -0.461 hartree
Charge ... +1

---

*x*
C6H12N3S | the ωB97M-V functional and the def2-TZVPD basis

```
22
Properties=species:S:1:pos:R:3:lowdin_charge:R:1
C -0.4900 -0.9598 2.6550 -0.0374
C 0.8689 -0.9524 2.4225 -0.0458
C -1.0924 -0.4919 1.5155 -0.0119
C 0.8835 2.8646 -0.4465 -0.3206
C -0.0995 -1.4534 -1.9662 -0.0089
C -0.1693 0.3387 -0.6681 -0.4540
N 1.0917 -0.4401 1.2222 0.0811
N -0.1089 -0.0855 0.6656 -0.1388
N -1.4644 -1.5063 -2.3860 0.0488
S 1.3316 1.2151 -1.0916 0.8797
H -1.1508 -1.2628 3.5002 0.1400
H 1.6787 -1.2353 3.1106 0.1522
H -2.2005 -0.3576 1.4052 0.1669
H 0.7791 2.8774 0.5872 0.0334
H 0.2205 3.3188 -1.0607 0.0145
H 1.6783 3.4620 -0.6052 0.0010
H 0.3323 -2.0989 -1.2166 0.0869
H 0.6475 -1.1538 -2.5835 0.0357
H -0.9688 0.8329 -1.0566 0.0544
H 1.9882 -0.3009 0.7007 0.1572
H -2.0751 -1.8143 -1.6665 0.0810
H -1.6804 -0.7964 -3.0373 0.0846
```

Output
HOMO ... -0.428 hartree
Charge ... +1

---

*y*
C6H12N3S | the ωB97M-V functional and the def2-TZVPD basis

```
22
Properties=species:S:1:pos:R:3:lowdin_charge:R:1
C 2.2775 -0.3319 1.4637 -0.0939
C 1.5932 -0.8381 -0.4409 -0.2246
C -0.2694 1.9210 -1.2940 -0.1133
C 0.0663 0.5839 2.2807 -0.0119
C -1.9576 -1.9069 -1.4373 -0.2458
C -1.0416 0.6751 -0.9830 -0.4498
N 2.6593 -0.7556 0.2905 0.1096
N 0.9640 -0.0803 1.4099 -0.1387
N 0.5241 -0.3818 0.1614 0.0314
S -1.2448 -0.3826 -2.2435 1.0384
H 2.9327 -0.0875 2.3322 0.1630
H 1.5939 -1.4580 -1.2914 0.1186
H 0.7379 1.8728 -0.7816 0.1024
H 0.0202 1.9837 -2.3323 0.0704
H -0.7217 2.9267 -0.7955 0.1585
H 0.6346 1.4071 2.9128 0.1482
H -0.7796 1.0026 1.7616 0.0723
H -0.3472 -0.0691 3.0535 0.0971
H -2.3793 -2.5086 -2.1364 0.0017
H -2.6564 -1.6594 -0.6994 0.0336
H -0.9665 -2.4259 -1.0481 0.0965
H -1.6396 0.5128 -0.1828 0.0362
```

Output
HOMO ... -0.511 hartree
Charge ... +1

---

*z*
C6H12N3S | the ωB97M-V functional and the def2-TZVPD basis

```
22
Properties=species:S:1:pos:R:3:lowdin_charge:R:1
C 3.1072 -1.7176 1.3742 -0.1787
C 4.1382 -1.1135 0.7315 -0.3967
C 1.8004 -0.5768 -0.2138 -0.7145
C -1.8046 1.0851 0.8597 -0.0636
C -2.2790 1.5648 -1.5245 0.0016
C -2.1167 -0.6632 -0.5426 0.1576
N 1.8325 -1.3702 0.8917 0.0107
N 0.6852 -0.2177 -0.6743 0.0690
N -2.1257 0.6049 -0.4254 -0.2336
S 3.5037 -0.1080 -0.5157 1.0170
H 3.3331 -2.3260 2.2346 0.1167
H 5.1966 -1.0863 0.7682 0.0604
H -2.6916 1.6099 1.2611 0.1177
H -1.6438 0.3742 1.6443 0.0891
H -0.8602 1.7978 0.8696 0.1590
H -3.1937 2.3164 -1.2791 0.1596
H -1.4761 2.2463 -1.3503 0.0815
H -2.6182 1.3725 -2.5791 0.1280
H -2.1460 -1.3565 0.2708 0.1223
H -2.3237 -1.0108 -1.5089 0.1076
H 0.7861 0.1797 -1.5587 0.0267
H 0.8962 -1.6048 1.2667 0.1627
```

Output
HOMO ... -0.403 hartree
Charge ... +1

---

Which structure loses on stability? *w* does.

---

*w*
C2H9NP | the ωB97M-V functional and the def2-TZVPD basis

```
13
Properties=species:S:1:pos:R:3:lowdin_charge:R:1
C 1.1764 0.7600 1.1732 -0.0377
C -0.1901 -0.1563 -0.8345 -0.4810
N -0.0364 -0.0392 0.7328 -0.0766
P -1.5292 -1.2796 -1.2382 0.7941
H 2.1986 0.1633 0.9344 0.1583
H 1.2674 1.7803 0.7062 0.1084
H 0.9746 0.9906 2.2556 0.1095
H 0.2224 0.7087 -1.2475 0.0278
H 1.1035 -1.1343 -1.4774 0.2330
H -0.9341 0.3456 1.0091 0.1445
H 0.0781 -0.9655 1.2032 0.1744
H -2.4542 -0.3726 -0.6778 -0.0950
H -1.8771 -0.8010 -2.5392 -0.0596
```

Output
HOMO ... -0.521 hartree
Charge ... +1

---

*x*
C2H9NP | the ωB97M-V functional and the def2-TZVPD basis

```
13
Properties=species:S:1:pos:R:3:lowdin_charge:R:1
C -0.1303 -1.3447 1.2458 -0.0310
N 0.5682 -0.4516 0.2772 -0.1040
C -0.2210 0.7528 -0.2342 -0.3885
P 0.3384 1.2713 -2.0187 0.8555
H -0.1288 -0.8430 2.2730 0.1304
H -1.1067 -1.6334 0.8031 0.1088
H 0.4270 -2.3116 1.5315 0.1301
H 1.1765 -0.8664 -0.5258 0.1914
H 1.3376 -0.0594 0.8605 0.1701
H -1.1935 0.3802 -0.3086 0.0405
H -0.3005 1.5238 0.5756 0.1152
H -0.8728 0.8927 -2.3986 -0.1443
H 0.1057 2.6893 -2.0808 -0.0741
```

Output
Structure (SMILES) ... C[NH2+]CP
HOMO ... -0.526 hartree
Charge ... +1

---

Which structure loses on stability? *w* does.